(1)
ORCA calculation (wB97M-V/def2-TZVPD) on C30H88N4O12 as an isolated structure at a distorted geometry.

Output
DFT total energy ... -63034.1543 eV
ΔE to the lowest compared entry with this formula, charge and spin ... 663.7 kcal/mol
HOMO ... -0.278 Eh
Frontier orbital gap ... 7.9 eV

XYZ file:
```
134
Properties=species:S:1:pos:R:3:lowdin_charge:R:1
C 2.8913 0.7608 -0.7486 -0.0551
C 2.7765 2.2642 -0.4191 -0.1595
O 1.5117 2.7529 0.0911 -0.1554
H 3.8985 0.4995 -1.0731 0.0906
H 2.0395 0.5401 -1.3919 0.0616
H 2.6074 0.1906 0.1360 0.0649
H 2.8298 2.7557 -1.3905 0.1396
H 3.6241 2.6184 0.1674 0.1011
H 1.4349 3.6509 -0.2395 0.1046
C -4.0737 -0.1604 0.8530 -0.0992
C -4.1502 -1.1382 2.0592 -0.2222
O -4.7891 -0.4265 3.1554 -0.0790
H -3.7179 -0.7072 -0.0202 0.0947
H -3.6161 0.8077 1.0565 0.0207
H -5.1166 0.1213 0.7077 0.0936
H -3.1107 -1.1957 2.3819 0.0544
H -4.6193 -2.0768 1.7642 0.1227
H -4.2827 0.3709 3.3263 0.0369
C -0.9134 -1.9070 -4.1867 -0.0776
C -2.2354 -2.5820 -3.7319 -0.2418
O -1.9565 -3.5626 -2.7287 -0.0904
H -0.4452 -1.3433 -3.3798 0.0124
H -1.2204 -1.1618 -4.9206 0.0957
H -0.2173 -2.6122 -4.6407 0.0944
H -2.3824 -3.1867 -4.6267 0.1142
H -3.1016 -1.9265 -3.6413 0.0941
H -2.7044 -3.5567 -2.1268 0.1266
C -2.5730 0.1169 -2.3008 -0.0470
C -3.6890 1.0996 -1.7763 -0.2412
O -4.7612 0.4797 -1.1068 -0.1553
H -1.9683 -0.3337 -1.5138 0.0410
H -1.9488 0.5117 -3.1025 0.0816
H -3.0084 -0.7988 -2.7008 0.0461
H -4.0560 1.6558 -2.6389 0.1190
H -3.1813 1.7832 -1.0958 0.0593
H -5.3869 1.1812 -0.9119 0.1040
C -1.8621 1.3334 3.9799 -0.1527
C -2.8211 2.1526 4.8480 -0.2647
O -3.2526 3.3952 4.3994 -0.0382
H -2.4118 1.0490 3.0827 0.0211
H -1.6358 0.3416 4.3712 0.0918
H -0.9931 1.9244 3.6908 0.1437
H -2.4498 2.3252 5.8581 0.1235
H -3.6522 1.4503 4.9126 0.1152
H -2.5466 4.0306 4.5386 0.1017
C 2.2774 1.3903 2.1038 -0.1302
C 3.2629 2.4358 2.5751 -0.2662
O 2.5786 3.3020 3.4911 -0.0600
H 1.4375 1.9152 1.6487 0.0476
H 1.7375 0.8298 2.8671 0.1164
H 2.7581 0.8275 1.3036 0.0556
H 3.6324 2.9591 1.6932 0.0818
H 4.0340 1.8329 3.0548 0.1193
H 3.2799 3.5285 4.1063 0.0738
C 1.8895 -3.9306 -1.2667 -0.1042
C 0.5342 -3.3789 -1.8250 -0.3076
O -0.0129 -4.2735 -2.7654 -0.1031
H 1.7242 -4.9144 -0.8275 0.0958
H 2.3630 -3.2030 -0.6075 0.0183
H 2.5039 -4.0529 -2.1586 0.0755
H 0.6153 -2.4516 -2.3920 0.0350
H -0.1429 -3.2360 -0.9828 0.0873
H -0.7113 -3.8948 -3.3043 -0.0125
C -0.0677 -0.7061 -1.1189 -0.0679
C -0.3780 0.5764 -0.3785 -0.2673
C 0.3407 0.5211 0.9441 -0.2135
O 0.2587 -0.5465 1.8894 -0.1670
C -0.9641 -0.5685 2.6812 -0.1130
N -0.0411 1.8335 -1.0861 -0.0446
H 1.0101 -0.8380 -1.2139 0.0678
H -0.5077 -0.6415 -2.1140 0.0313
H -0.5223 -1.5825 -0.6570 0.1027
H -1.4425 0.7537 -0.2258 0.1045
H 0.1202 1.3712 1.5897 0.1114
H 1.4053 0.5466 0.7116 0.0484
H -1.4262 0.3838 2.9416 -0.0255
H -0.8347 -1.1484 3.5950 0.0199
H -1.6165 -1.1786 2.0564 0.1006
H -0.4942 2.5863 -0.5880 0.0035
H 0.9240 2.1030 -0.9589 0.0171
C -0.5174 5.5865 -0.1852 -0.0181
C -0.6452 4.1630 -0.7866 -0.3807
C -1.8085 3.3183 -0.3436 -0.2493
O -1.5639 3.1182 1.0451 -0.0995
C -2.4915 2.2037 1.5754 -0.1416
N -0.9261 4.3738 -2.2677 0.0809
H -0.4296 5.4436 0.8918 0.0824
H -1.3636 6.2397 -0.3978 0.0789
H 0.3636 6.1038 -0.5652 0.0818
H 0.3000 3.6499 -0.6098 0.0785
H -1.8319 2.4755 -1.0344 0.0881
H -2.7562 3.8549 -0.2984 0.1568
H -2.2766 1.2018 1.2039 0.0574
H -3.5046 2.3844 1.2160 0.1188
H -2.5134 2.1623 2.6643 0.0312
H -1.2939 3.5851 -2.7803 0.0550
H -1.7567 4.9485 -2.2672 0.0615
C 1.7920 -3.5253 1.2044 -0.0944
C 2.1401 -3.0918 2.6087 -0.4350
C 0.7912 -2.9010 3.3066 -0.2007
O 0.9622 -2.6268 4.7211 -0.1638
C -0.2365 -1.9151 5.1908 -0.0841
N 2.8195 -4.1335 3.2903 0.0527
H 1.3441 -2.7813 0.5457 0.0654
H 1.0284 -4.2980 1.2945 0.1016
H 2.5861 -3.9963 0.6251 0.0661
H 2.7135 -2.1651 2.5846 0.1459
H 0.2094 -3.8014 3.1095 0.1318
H 0.3151 -2.0428 2.8323 0.0646
H -0.2049 -0.8596 4.9204 0.0704
H -0.0923 -2.0887 6.2571 0.1006
H -1.1737 -2.3667 4.8657 0.1047
H 2.7100 -3.7973 4.2365 0.0632
H 2.1964 -4.9273 3.2483 0.0767
C 2.6069 -0.7303 -5.2853 -0.0466
C 2.8960 -1.2961 -3.9191 -0.3880
C 3.9401 -0.4482 -3.1132 -0.1472
O 4.1897 -0.8702 -1.7628 -0.2642
C 4.6562 -2.1942 -1.6380 -0.0792
N 1.6809 -1.2190 -3.1766 -0.0087
H 1.8310 -1.2461 -5.8511 0.0810
H 3.5067 -0.5493 -5.8733 0.0828
H 2.1325 0.2477 -5.2047 0.0789
H 3.2866 -2.3092 -4.0139 0.1346
H 3.7205 0.6158 -3.2015 0.1337
H 4.8480 -0.6545 -3.6801 0.1202
H 5.3663 -2.5622 -2.3786 0.0930
H 3.8072 -2.8545 -1.8150 0.0394
H 5.1703 -2.4843 -0.7217 0.1038
H 1.2344 -0.3605 -3.4661 0.0500
H 1.8757 -1.1002 -2.1927 0.0338
O 0.3878 1.3785 -2.9052 -0.0727
H 0.1060 1.1261 -2.0259 -0.1496
H -0.4163 1.3776 -3.4244 0.0350
```

---

(2)
ORCA calculation (wB97M-V/def2-TZVPD) on a 7-piece molecular cluster, C34H76N7O10S2 overall at a distorted geometry.

Output
DFT total energy ... -89060.3032 eV
Total charge ... -1
HOMO ... -0.209 Eh
Frontier orbital gap ... 7.0 eV

XYZ file:
```
129
Properties=species:S:1:pos:R:3:lowdin_charge:R:1
C 8.5726 1.3432 3.4419 -0.1564
C 8.5555 0.0448 2.4252 -0.2517
C 8.5286 0.4559 0.8209 -0.2240
C 7.0745 0.0786 0.1448 -0.2075
C 6.0275 1.2815 0.6179 -0.2047
C 5.9826 2.5564 -0.4250 -0.1950
C 4.4160 3.0228 -0.5412 -0.2154
C 4.1368 4.6122 -0.2573 -0.2175
C 5.0096 5.2687 0.9642 -0.2262
C 4.9121 4.4768 2.3961 -0.2069
C 3.5077 4.8250 3.2172 -0.1922
C 2.5237 3.4988 2.9578 -0.2130
C 0.9737 3.9712 3.2210 -0.2175
C 0.1203 4.1689 1.8233 -0.2060
C -0.6968 2.7655 1.5134 -0.2237
C -2.2658 3.2151 1.2056 -0.2528
S -3.4189 1.7121 1.0437 0.6537
O -3.2033 1.1486 -0.4090 -0.4608
O -4.8750 2.2386 1.0860 -0.4923
N -3.1514 0.4925 2.2656 -0.4023
S -4.4753 -0.6553 2.2772 0.6635
O -4.4611 -1.5494 3.5630 -0.4785
O -4.3201 -1.5738 1.0281 -0.4630
H 9.2897 1.1139 4.3525 0.0715
H 8.8814 2.3474 2.9184 0.0775
H 7.4976 1.4807 3.8836 0.0651
H 7.6626 -0.6452 2.7457 0.1056
H 9.5694 -0.5605 2.5801 0.1007
H 9.3455 -0.1113 0.1961 0.0996
H 8.7058 1.6101 0.6962 0.0810
H 6.7295 -0.9640 0.5608 0.1037
H 7.0717 0.0638 -1.0267 0.1016
H 6.3343 1.5829 1.7219 0.0903
H 4.9722 0.7355 0.7325 0.1157
H 6.3117 2.1183 -1.4857 0.1103
H 6.7441 3.4114 -0.1847 0.0885
H 3.6629 2.3597 0.1002 0.0969
H 4.0943 2.8265 -1.6742 0.1133
H 2.9919 4.6985 0.0684 0.0921
H 4.2052 5.2412 -1.2696 0.1138
H 4.5562 6.3570 1.1493 0.1099
H 6.1342 5.4630 0.6260 0.1051
H 5.7941 4.9019 3.0794 0.1103
H 5.1202 3.3248 2.2977 0.0914
H 2.9800 5.8130 2.8067 0.1166
H 3.6554 4.8751 4.3807 0.1097
H 2.6018 3.1140 1.8515 0.0845
H 2.8266 2.5887 3.6486 0.1190
H 1.0180 5.0484 3.7266 0.1040
H 0.4995 3.1792 3.9596 0.1145
H 0.7723 4.4540 0.8928 0.1012
H -0.6863 5.0070 1.9979 0.1026
H -0.6917 2.0460 2.4529 0.1088
H -0.2026 2.1641 0.6318 0.1218
H -2.2565 3.8389 0.1904 0.1323
H -2.6427 3.8609 2.1072 0.1077
H -5.6831 0.0610 2.2882 0.0552
C -9.9386 -0.0440 0.3318 -0.0222
C -9.3974 0.4292 -0.9886 -0.5564
O -10.1152 0.5737 -1.9756 -0.0099
N -8.0641 0.7016 -1.0728 0.0123
C -7.0646 0.5956 -0.0359 -0.0869
H -11.0154 -0.2202 0.2441 0.0722
H -9.4578 -0.9826 0.6180 0.0895
H -9.7749 0.7180 1.0976 0.0873
H -7.7737 1.0150 -1.9919 0.1441
H -6.6139 1.5813 0.1019 0.0624
H -6.2991 -0.1066 -0.3742 0.0878
H -7.4822 0.2508 0.9107 0.0686
C 8.4698 4.4039 -2.8641 -0.0047
C 9.3057 3.5060 -1.9950 -0.5241
O 8.9828 3.2256 -0.8428 -0.0020
N 10.4557 2.9964 -2.5210 0.0085
C 11.0022 3.2055 -3.8414 -0.0872
H 7.5857 4.7319 -2.3082 0.0795
H 9.0448 5.2880 -3.1502 0.0866
H 8.1371 3.8608 -3.7519 0.0892
H 10.9646 2.4014 -1.8775 0.1253
H 11.0940 2.2316 -4.3278 0.0879
H 11.9949 3.6481 -3.7306 0.0640
H 10.3780 3.8596 -4.4511 0.0785
C 15.8689 1.5492 -2.9959 -0.0116
C 14.4593 2.0597 -2.8836 -0.5290
O 13.7599 2.2718 -3.8716 0.0129
N 13.9594 2.2885 -1.6359 0.0085
C 14.6167 2.1028 -0.3635 -0.0743
H 16.1266 1.4151 -4.0513 0.0874
H 16.5638 2.2714 -2.5604 0.0858
H 15.9577 0.5829 -2.4937 0.0865
H 13.0054 2.6308 -1.6401 0.1173
H 14.0298 1.3892 0.2197 0.0871
H 14.6314 3.0651 0.1535 0.0862
H 15.6366 1.7324 -0.4723 0.0765
C -10.7665 -5.2564 -1.0037 -0.0282
C -11.9408 -4.5764 -0.3565 -0.5322
O -12.5952 -5.1104 0.5363 -0.0086
N -12.2743 -3.3270 -0.7885 0.0048
C -11.6357 -2.5381 -1.8159 -0.0646
H -10.6229 -6.2446 -0.5553 0.0857
H -10.9523 -5.3865 -2.0726 0.0558
H -9.8591 -4.6693 -0.8424 0.0934
H -13.0745 -2.9338 -0.3065 0.1391
H -11.2952 -1.6041 -1.3628 0.0458
H -12.3803 -2.3158 -2.5838 0.0864
H -10.7879 -3.0531 -2.2690 0.0847
C -7.8183 -5.9081 -4.2710 -0.0020
C -9.1705 -6.5555 -4.1596 -0.5142
O -9.8295 -6.5196 -3.1228 -0.0019
N -9.6641 -7.1985 -5.2559 0.0008
C -9.0489 -7.3499 -6.5537 -0.0837
H -7.5590 -5.4356 -3.3182 0.0925
H -7.0607 -6.6617 -4.4996 0.0868
H -7.8356 -5.1369 -5.0449 0.0881
H -10.5784 -7.6092 -5.1051 0.1435
H -9.7140 -6.9050 -7.2976 0.0824
H -8.9449 -8.4184 -6.7564 0.0820
H -8.0702 -6.8721 -6.6083 0.0765
C -10.3721 -8.3223 4.9390 -0.0219
C -10.3947 -6.8383 5.1783 -0.5547
O -10.2176 -6.3529 6.2934 0.0077
N -10.6206 -6.0215 4.1102 0.0038
C -10.8491 -6.3950 2.7340 -0.0810
H -10.1813 -8.8425 5.8830 0.0816
H -11.3389 -8.6534 4.5521 0.0816
H -9.5731 -8.5758 4.2379 0.0828
H -10.6214 -5.0365 4.3488 0.1447
H -10.0725 -5.9285 2.1233 0.0845
H -11.8250 -6.0055 2.4351 0.0649
H -10.8278 -7.4754 2.5872 0.0780
```

---

(3)
ORCA calculation (wB97M-V/def2-TZVPD) on one molecule with the formula C2H6N2O3.

Output
DFT total energy ... -11295.0408 eV
ΔE to the lowest compared entry with this formula, charge and spin ... 6.6 kcal/mol
HOMO ... -0.377 Eh
Frontier orbital gap ... 10.9 eV

XYZ file:
```
13
Properties=species:S:1:pos:R:3:lowdin_charge:R:1
N 2.0616 -0.9967 0.3218 0.1627
C 1.1191 -0.0217 0.1985 -0.6068
O 1.3938 1.1631 0.2850 0.0431
N -0.1509 -0.4662 -0.0314 0.1311
C -1.2974 0.4425 0.1232 -0.5127
O -1.0799 1.5985 -0.5824 0.0331
O -2.4276 -0.1875 -0.3358 0.0393
H 3.0214 -0.6968 0.3253 0.1085
H 1.8691 -1.9472 0.0617 0.0980
H -0.3694 -1.4448 0.0654 0.1399
H -1.4534 0.6382 1.2033 0.1662
H -0.1761 1.9035 -0.3568 0.0845
H -2.5103 0.0153 -1.2777 0.1131
```

---

(4)
ORCA calculation (wB97M-V/def2-TZVPD) on a 13-piece molecular cluster, C5H37NO13 overall at a distorted geometry.

Output
DFT total energy ... -33883.8499 eV
Total charge ... +1
Multiplicity ... 2
ΔE to the lowest compared entry with this formula, charge and spin ... 0.0 kcal/mol
HOMO (alpha / beta) ... -0.507 / -0.507 Eh
Frontier orbital gap (alpha / beta) ... 10.4 / 5.2 eV

XYZ file:
```
56
Properties=species:S:1:pos:R:3:lowdin_charge:R:1
C 0.7342 0.1216 -0.8346 -0.1057
C -0.2181 -0.8691 -1.5358 -0.4231
C -0.8573 -1.9088 -0.6390 -0.0031
O 0.5309 -1.4087 -2.6416 -0.0386
C 0.1352 0.8239 0.3724 -0.1125
N -1.2552 1.2850 0.1641 0.1288
C -1.7226 2.0928 1.2596 -0.0144
H 0.9094 0.8973 -1.5731 0.0993
H 1.6118 -0.4133 -0.4705 0.1185
H -0.9465 -0.2933 -2.1027 0.1291
H -1.8941 -1.6374 -0.4331 0.0697
H -0.9625 -2.7972 -1.2565 0.0957
H -0.3076 -2.1465 0.2680 0.0881
H 1.2286 -1.9499 -2.2566 0.1160
H 0.0833 0.2392 1.3052 0.1647
H 0.7024 1.7276 0.6107 0.1502
H -1.8596 0.4747 -0.0214 0.1124
H -1.1524 1.8968 2.1802 0.0882
H -2.7655 1.8965 1.4986 0.1001
H -1.5604 3.1709 1.1500 0.1381
H -3.9802 -1.2086 2.8326 0.0707
H -3.3238 -0.4577 1.7048 -0.0154
O -3.3324 -0.5118 2.6685 -0.0463
H -1.0905 0.5618 3.7329 -0.0127
H -2.4739 1.0523 4.1030 0.0137
O -1.6405 0.7756 4.4895 -0.0494
H 3.9385 -0.2826 1.7935 0.0202
H 3.2312 -1.3786 2.4258 -0.0159
O 3.5540 -0.4916 2.6433 -0.0485
H 2.0655 -3.3283 0.7356 0.0469
H 3.5015 -2.7148 0.4230 0.0708
O 2.7086 -2.6560 0.9687 -0.0496
H 3.6471 0.4074 -1.3412 -0.0050
H 4.7141 -0.2753 -2.2287 0.0462
O 4.2173 -0.3652 -1.4110 -0.0607
H -4.3017 0.7222 -0.1411 0.0570
H -3.7852 -0.2121 -1.0826 0.0516
O -4.2969 -0.2456 -0.2535 -0.0340
H -0.8191 -2.1429 -3.6826 -0.0089
H -2.2022 -2.7923 -3.5595 0.0250
O -1.6221 -2.3576 -4.1886 -0.0504
H 1.9901 -2.8700 3.1899 0.0009
H 0.8640 -3.8501 2.7441 0.0228
O 1.1627 -3.2773 3.4522 -0.0380
H -1.4786 2.2486 -1.9038 0.0022
H -1.7576 3.7418 -2.3345 0.0721
O -1.7763 2.8227 -2.6145 -0.0223
H 3.3502 3.0417 -2.5665 0.0503
H 2.1279 2.3194 -3.1890 0.0026
O 2.9969 2.1753 -2.7895 -0.0513
H 1.2927 1.1965 4.1307 0.0555
H 0.8793 2.6152 4.2722 0.0583
O 0.9931 1.9418 3.5911 -0.0573
H 0.3922 0.8534 -3.6908 0.0177
H -0.5434 2.0123 -3.8666 0.0227
O 0.3633 1.7283 -4.1013 -0.0430
```

---

(5)
ORCA calculation (wB97M-V/def2-TZVPD) on a 3-piece molecular cluster, C2H10N2O overall.

Output
DFT total energy ... -7259.0660 eV
ΔE to the lowest compared entry with this formula, charge and spin ... 112.0 kcal/mol
HOMO ... -0.260 Eh
Frontier orbital gap ... 7.8 eV

XYZ file:
```
15
Properties=species:S:1:pos:R:3:lowdin_charge:R:1
C -1.8491 0.0265 0.8030 -0.2649
N -1.1414 1.1432 0.8275 -0.1944
O -1.3099 1.7816 -0.5023 -0.1695
H -1.2175 2.7150 -0.2843 0.0605
H -0.1643 -0.8228 -0.3243 0.0618
H -1.8937 -0.4785 1.7632 0.0669
H -1.1493 -1.1300 0.0592 0.0559
H -2.7423 -0.0465 0.1839 0.0677
C 2.0908 -0.8505 -0.2838 -0.0928
N 0.8338 -0.1218 -0.4709 -0.0402
H 0.7477 0.3688 -1.3550 0.1207
H 0.5783 0.5578 0.2723 0.0810
H 2.9534 -0.1830 -0.3084 0.0798
H 2.1993 -1.6068 -1.0623 0.0821
H 2.0640 -1.3531 0.6822 0.0852
```

---

(6)
ORCA calculation (wB97M-V/def2-TZVPD) on a 4-piece molecular cluster, CH9O4 overall at a distorted geometry.

Output
DFT total energy ... -9373.4228 eV
Total charge ... -1
ΔE to the lowest compared entry with this formula, charge and spin ... 17.6 kcal/mol
HOMO ... -0.160 Eh
Frontier orbital gap ... 8.4 eV

XYZ file:
```
14
Properties=species:S:1:pos:R:3:lowdin_charge:R:1
C 0.6939 -0.0436 -2.3008 -0.1991
O -0.2005 -0.3731 -1.2630 -0.2122
H 1.1924 1.0125 -2.1503 0.1076
H 0.0850 -0.0443 -3.2397 0.0669
H 1.4663 -0.8161 -2.5098 0.0707
H -0.9743 -0.0113 2.1232 -0.0015
H 0.4328 -0.6183 2.2327 -0.0103
O -0.2016 0.0110 2.7282 -0.1729
H -1.0116 0.8698 -0.5319 0.0430
H -1.5985 1.7233 0.7836 0.0241
O -1.4217 1.8023 -0.2034 -0.1909
H 0.4197 -0.6384 -0.4924 0.0326
H 0.7592 -2.1157 0.8112 -0.1470
O 1.2070 -1.3277 0.8355 -0.4111
```

---

(7)
ORCA calculation (wB97M-V/def2-TZVPD) on a 2-piece molecular cluster, C5H9NO overall at a distorted geometry.

Output
DFT total energy ... -8865.0069 eV
ΔE to the lowest compared entry with this formula, charge and spin ... 97.0 kcal/mol
HOMO ... -0.338 Eh
Frontier orbital gap ... 10.0 eV

XYZ file:
```
16
Properties=species:S:1:pos:R:3:lowdin_charge:R:1
C -0.1705 -1.3231 -0.1862 -0.1329
N 0.5417 -0.1514 -0.5083 -0.0590
C 1.6460 0.0359 0.3217 -0.5602
C 2.6312 1.0817 -0.1305 -0.0096
O 1.8830 -0.7827 1.2062 0.0034
H 0.3258 -1.3294 0.9461 0.1273
H -1.3549 -1.2266 -0.2905 0.0840
H 0.2002 -2.2055 -0.7486 0.0768
H 0.3379 0.6560 -1.1963 0.1697
H 2.2068 1.7810 -0.9474 0.1036
H 3.4850 0.3853 -0.5026 0.1255
H 2.9301 1.5043 0.7987 0.0620
C -3.7761 -0.0723 -0.0620 -0.0224
C -3.5258 0.7566 0.7573 -0.0041
H -3.8945 -0.7191 -0.8734 0.0084
H -3.4657 1.6093 1.4158 0.0276
```

---

(8)
ORCA calculation (wB97M-V/def2-TZVPD) on a 2-piece molecular cluster, Br5HSi2 overall at a distorted geometry.

Output
DFT total energy ... -365987.5003 eV
ΔE to the lowest compared entry with this formula, charge and spin ... 60.1 kcal/mol
HOMO ... -0.352 Eh
Frontier orbital gap ... 6.9 eV

XYZ file:
```
8
Properties=species:S:1:pos:R:3:lowdin_charge:R:1
Si 1.2696 0.0247 0.3779 0.1194
Si -0.9792 -0.3342 -0.3036 -0.8953
Br 1.3563 0.2166 2.6033 0.2904
Br 1.3696 3.0377 -0.8574 -0.2552
Br -1.5738 0.7846 -2.0388 0.3460
Br -0.9776 -2.5857 -0.7770 0.2218
Br -2.4891 -0.1618 1.3613 0.2620
H 2.0242 -0.9818 -0.3656 -0.0892
```